(1)
This record from the Open Molecules 2025 dataset describes C12H6Cl5F9IrOS as an isolated structure. The level of theory is ωB97M-V with the def2-TZVPD basis set.

Structure (XYZ):
```
35
Properties=species:S:1:pos:R:3:forces:R:3
Ir 0.87521 -0.09527 -0.52330 0.1 -0.2 -0.6
Cl 3.18785 -0.94249 -0.20054 -0.1 0.0 0.0
C 2.52152 -0.95418 1.43071 0.0 0.2 0.2
C 1.30184 -0.31644 1.40008 -0.1 -0.1 0.1
C 0.57978 -0.22017 2.57709 0.0 0.0 0.0
Cl -0.97670 0.50623 2.59350 0.1 0.1 0.0
C 1.12974 -0.75902 3.75013 0.0 0.0 0.0
Cl 0.25264 -0.65009 5.21318 0.0 0.0 0.0
C 2.37735 -1.39489 3.73717 0.0 0.0 0.0
Cl 3.02699 -2.05674 5.17197 0.0 0.0 0.0
C 3.10343 -1.50711 2.54657 0.1 0.0 0.0
Cl 4.62176 -2.27770 2.44673 0.0 0.0 0.0
F -1.70104 0.15457 -3.51905 0.0 0.0 0.0
C -1.26048 -0.84966 -2.78022 -0.3 -0.1 0.0
F -1.58503 -1.99418 -3.34594 0.1 0.0 0.0
F 0.11445 -0.75881 -2.79750 0.1 0.0 -0.1
C -1.71866 -0.70187 -1.29357 0.2 0.1 0.0
O -1.02290 0.36117 -0.74911 -0.3 0.0 0.2
C -3.24032 -0.37858 -1.21697 0.0 0.0 0.0
F -3.64843 -0.36935 0.04706 0.0 0.0 0.0
F -3.93517 -1.29539 -1.89000 0.0 0.0 0.0
F -3.48137 0.81852 -1.73745 0.0 0.0 0.0
C -1.40756 -2.00310 -0.49422 0.0 0.0 0.1
F -1.92171 -3.10184 -0.97935 0.0 0.0 0.0
F -1.69787 -1.88819 0.78060 0.0 0.0 0.0
F 0.00347 -2.17680 -0.53053 -0.1 0.0 0.0
C 0.27449 3.00932 0.26379 -0.1 -0.1 0.0
S 1.40332 2.07557 -0.77603 0.3 0.0 0.3
C 0.73454 2.48096 -2.39794 0.0 0.0 0.0
H -0.74653 2.68224 0.08345 0.0 0.0 0.0
H 0.40687 4.06237 0.02139 0.0 0.0 0.0
H 0.55667 2.82804 1.29654 0.0 0.0 0.0
H 0.88182 3.55116 -2.53613 0.0 0.0 0.0
H -0.31942 2.22112 -2.44484 0.0 0.0 0.0
H 1.30943 1.94058 -3.14724 0.0 0.0 0.0
```
Positions in Å, forces in eV/Å.

## Properties
* spin multiplicity: 1
* gap between HOMO and LUMO: 8.138 eV
* net charge: +1
* E: -4238.15883 hartree

(2)
This record from the Open Molecules 2025 dataset describes C12H6F9N2O4PtS8 as an isolated structure. The level of theory is ωB97M-V with the def2-TZVPD basis set.

Structure (XYZ):
```
42
Properties=species:S:1:pos:R:3:forces:R:3
Pt 0.10532 0.17229 -0.57560 -3.7 2.8 -1.7
F -4.37981 0.89120 2.72321 0.1 0.0 -0.1
C -3.38485 1.68456 3.16630 -0.2 0.1 0.3
F -3.50968 2.86327 2.53069 0.1 -0.1 0.0
F -3.66024 1.93447 4.47239 0.0 0.0 -0.1
C -2.03152 1.06649 3.00565 0.0 0.0 -0.1
C -1.26374 0.76644 4.11817 0.0 0.0 -0.1
C -0.01604 0.18365 3.95645 0.1 0.0 0.0
C 0.43946 -0.04206 2.66761 -0.2 0.1 0.4
N -0.28974 0.26994 1.60468 0.5 -0.8 0.8
C -1.52225 0.78113 1.72530 0.1 -0.1 0.5
S -2.27779 0.98453 0.20296 1.7 -0.3 -1.0
H -1.64246 0.99059 5.10527 0.0 0.0 0.0
H 0.59500 -0.08923 4.80368 0.0 0.0 0.0
H 1.40720 -0.47285 2.46810 0.1 0.0 -0.1
F 4.76517 -1.61179 0.02500 0.0 0.0 -0.1
C 4.52888 -0.72310 -0.94027 0.0 -0.1 -0.2
F 4.72702 -1.32918 -2.11768 -0.1 0.1 -0.1
F 5.44175 0.24802 -0.82690 -0.2 0.1 0.0
S 2.79078 -0.01807 -0.75881 2.3 0.0 0.5
O 2.64301 -0.15665 0.66120 0.0 0.0 0.3
O 2.87273 1.28168 -1.32815 -0.1 -0.1 -0.4
N 1.90751 -1.04800 -1.62638 -1.0 1.2 1.0
S 1.45812 -2.38811 -0.85340 -0.5 -1.8 -0.2
O 2.48904 -3.37532 -0.81339 0.3 0.0 -0.2
O 0.67909 -2.20708 0.33795 0.0 -0.1 0.2
C 0.20874 -2.99628 -2.10723 -0.1 0.5 -0.4
F 0.76472 -3.11708 -3.31470 0.2 -0.1 0.1
F -0.29569 -4.17431 -1.75621 0.3 0.0 0.3
F -0.80000 -2.13182 -2.20183 0.0 -0.1 0.0
C 2.81052 -0.69466 -5.40767 -0.3 0.2 0.2
S 2.03809 0.76037 -4.64091 0.2 0.0 0.0
C 0.36555 0.25806 -4.62683 -0.4 0.2 0.3
C -0.54093 0.69265 -3.70961 0.3 -0.2 -0.8
S -0.21335 1.73294 -2.35512 0.3 -1.3 0.7
S -2.21768 0.29158 -4.07997 0.4 -0.1 -0.1
C -1.94435 -0.55085 -5.56417 0.1 0.1 0.2
S -3.12944 -1.17372 -6.51088 -0.1 -0.1 -0.1
S -0.26242 -0.66001 -5.97844 -0.3 0.1 0.2
H 3.85592 -0.44432 -5.56602 0.0 0.0 0.0
H 2.33147 -0.90486 -6.36099 0.2 -0.1 -0.1
H 2.73176 -1.54005 -4.72870 0.0 -0.1 -0.1
```
Positions in Å, forces in eV/Å.

## Properties
* energy above the lowest of the compared OMol25 structures with the same formula, charge and spin: 60.19 kcal/mol
* spin multiplicity: 1
* gap between HOMO and LUMO: 6.355 eV
* net charge: -1
* E: -5075.04935 hartree

(3)
This record from the Open Molecules 2025 dataset describes C12H6HfN4SeTe4 as an isolated structure. The level of theory is ωB97M-V with the def2-TZVPD basis set.

Structure (XYZ):
```
28
Properties=species:S:1:pos:R:3:forces:R:3
Hf 0.12739 -0.20921 -0.17201 0.1 -0.2 -0.1
Te -1.84784 -2.00901 -0.90564 -0.1 -0.1 0.0
Te 0.67823 -3.02459 -0.85845 -0.1 0.1 0.0
Te 1.68656 -1.04223 -2.52130 0.1 0.1 0.1
Te 2.83129 0.32770 -0.46182 0.2 0.1 0.0
Se -3.05857 5.31925 4.33408 0.2 -0.3 -0.3
N -2.18380 3.80556 4.68687 -0.2 0.2 0.0
C -1.88043 3.26290 3.53836 0.1 0.0 0.0
C -1.15236 2.00629 3.41653 0.0 0.0 -0.1
C -0.71608 1.26207 4.51858 0.0 0.0 0.0
C -0.01515 0.09140 4.31396 0.0 0.0 0.0
C 0.24683 -0.31796 3.01479 0.0 0.0 0.0
N -0.17238 0.37801 1.95024 0.1 0.1 0.2
C -0.86960 1.52876 2.14155 0.0 0.0 0.0
C -1.30734 2.25002 0.94730 0.0 0.0 0.0
N -1.01730 1.68982 -0.25535 -0.2 0.1 -0.1
C -1.40480 2.30786 -1.37867 0.0 0.0 0.0
C -2.08628 3.51545 -1.35778 0.0 0.0 0.0
C -2.38789 4.09217 -0.14110 0.0 0.0 0.0
C -1.99967 3.45239 1.04141 0.0 -0.1 0.0
C -2.29101 3.97916 2.36838 0.0 0.0 -0.1
N -2.92906 5.10090 2.56869 -0.1 0.1 0.3
H -0.93271 1.62186 5.51638 0.0 0.0 0.0
H 0.33911 -0.50522 5.14190 0.0 0.0 0.0
H 0.81135 -1.22169 2.81472 0.0 0.0 0.0
H -1.16420 1.81475 -2.31374 0.0 0.0 0.0
H -2.37558 3.97988 -2.28920 0.0 0.0 0.0
H -2.92472 5.03033 -0.08059 0.0 0.0 0.0
```
Positions in Å, forces in eV/Å.

## Properties
* energy above the lowest of the compared OMol25 structures with the same formula, charge and spin: 0.00 kcal/mol
* spin multiplicity: 1
* gap between HOMO and LUMO: 6.413 eV
* net charge: +2
* E: -4201.03724 hartree

(4)
This record from the Open Molecules 2025 dataset describes C12H7AuN3O8 as an isolated structure. The level of theory is ωB97M-V with the def2-TZVPD basis set.

Structure (XYZ):
```
31
Properties=species:S:1:pos:R:3:forces:R:3
Au -1.04827 -0.33129 -1.35004 0.2 -0.2 -0.2
O -0.11162 -6.21877 -1.19722 0.2 0.4 -0.1
C 1.06731 -5.60682 -1.29594 -0.6 -0.2 0.4
O 2.10501 -6.20045 -1.27768 0.2 0.0 -0.2
C 1.07854 -4.10533 -1.35362 0.0 -0.1 -0.2
C 2.26383 -3.40753 -1.37380 0.2 0.2 0.0
N 1.96766 -2.09857 -1.41744 0.0 0.1 0.0
N 0.64413 -1.89614 -1.43766 0.0 -0.1 -0.1
C 0.09489 -3.10724 -1.40670 -0.1 0.1 0.1
C -1.38511 -3.18585 -1.45479 -0.5 0.5 -0.1
O -1.99371 -4.22171 -1.40176 0.1 -0.3 0.1
O -2.02110 -2.02599 -1.59541 0.2 -0.4 0.1
H -0.85817 -5.57862 -1.19628 0.0 -0.1 -0.1
H 3.27555 -3.77897 -1.36077 0.0 0.0 0.0
H 2.60577 -1.32022 -1.44863 0.0 0.0 0.0
O -0.83887 -0.32967 1.10944 -0.1 0.0 0.1
C -0.75710 0.68069 1.76453 0.1 0.2 -0.3
C -0.59840 2.06588 1.21991 0.0 -0.3 -0.1
C -0.57319 3.05469 2.15146 0.1 0.4 0.1
C -0.41132 4.40415 1.76313 0.3 -0.1 0.3
C -0.25913 4.81283 0.44958 0.0 -0.1 -0.1
C -0.26944 3.84399 -0.52070 0.0 -0.1 0.2
C -0.44322 2.44166 -0.18597 0.0 0.0 0.0
O -0.43248 1.65072 -1.16461 0.0 0.0 0.1
N -0.39617 5.43582 2.83384 -1.2 0.0 -0.2
O -0.60527 5.03884 3.95654 0.4 -0.1 0.2
O -0.34734 6.58436 2.46835 0.5 0.1 0.0
H -0.78692 0.62475 2.86289 0.0 0.1 0.0
H -0.67390 2.83038 3.20612 0.0 0.1 0.0
H -0.13672 5.86185 0.22226 0.0 0.0 0.0
H -0.15522 4.08257 -1.56902 0.0 0.0 0.0
```
Positions in Å, forces in eV/Å.

## Properties
* energy above the lowest of the compared OMol25 structures with the same formula, charge and spin: 15.79 kcal/mol
* spin multiplicity: 3
* gap between HOMO and LUMO (alpha / beta): 8.175 / 5.197 eV
* net charge: +1
* E: -1362.93185 hartree

(5)
This record from the Open Molecules 2025 dataset describes C12H7Cl2O6S3Tc as an isolated structure. The level of theory is ωB97M-V with the def2-TZVPD basis set.

Structure (XYZ):
```
31
Properties=species:S:1:pos:R:3:forces:R:3
Tc 0.63314 0.31572 -0.20143 0.3 0.0 -0.1
Cl -0.68798 2.32896 -0.38018 -0.1 0.2 0.0
C 0.56119 3.59049 -0.50402 -0.4 -0.1 0.1
C 0.16649 4.88064 -0.22678 0.2 0.0 0.0
C 1.12893 5.87210 -0.35502 0.0 0.0 0.0
C 2.42092 5.55057 -0.74288 0.0 0.0 0.0
C 2.76854 4.23699 -1.00721 0.1 -0.1 -0.1
Cl 4.38508 3.87470 -1.48427 -0.1 0.0 0.0
C 1.83044 3.20258 -0.88958 0.2 0.1 -0.1
S 2.26379 1.53957 -1.24730 0.0 0.0 0.0
H -0.84556 5.10430 0.07511 0.0 0.0 0.0
H 0.86737 6.90042 -0.15060 0.0 0.0 0.0
H 3.17336 6.31976 -0.84042 0.0 0.0 0.0
O 3.15148 -0.16533 1.58072 0.0 0.0 0.1
S 2.42266 -0.70232 2.71812 0.2 0.1 -0.1
O 0.75652 -0.51459 2.37332 -0.2 -0.1 -0.1
O 0.54615 0.67446 1.65409 0.2 0.1 0.3
C 2.28738 -2.48952 2.54596 0.0 -0.2 0.0
C 2.82593 -3.15085 3.62825 0.0 -0.1 0.0
C 2.91938 -4.54823 3.65102 0.0 0.1 0.0
C 2.48010 -5.28823 2.57852 0.0 0.0 -0.1
C 1.93466 -4.63860 1.46902 0.0 0.0 0.1
C 1.82178 -3.25907 1.45052 0.1 0.2 0.3
S 1.06319 -2.69604 -0.02262 0.0 0.3 -0.3
O -0.35082 -2.17147 0.62861 0.1 -0.1 0.0
O 1.73535 -1.36456 -0.41891 -0.3 -0.3 0.1
O -0.79137 -1.07745 -0.17854 0.0 -0.1 -0.1
H 3.18551 -2.58009 4.47575 0.0 0.0 0.0
H 3.34682 -5.04001 4.51362 0.0 0.0 0.0
H 2.55479 -6.36605 2.58457 0.0 0.0 0.0
H 1.59012 -5.21818 0.62184 0.0 0.0 0.0
```
Positions in Å, forces in eV/Å.

## Properties
* energy above the lowest of the compared OMol25 structures with the same formula, charge and spin: 0.00 kcal/mol
* spin multiplicity: 4
* gap between HOMO and LUMO (alpha / beta): 7.385 / 6.351 eV
* net charge: +1
* E: -3108.16037 hartree

(6)
This record from the Open Molecules 2025 dataset describes one molecule with the formula C12H7Cl3O2. The level of theory is ωB97M-V with the def2-TZVPD basis set.

Structure (XYZ):
```
24
Properties=species:S:1:pos:R:3:forces:R:3
O -2.19285 -2.29538 -1.11000 0.1 -0.2 -0.1
C -2.27297 -1.08897 -0.50624 0.4 0.3 0.3
C -3.48487 -0.41514 -0.47000 0.2 -0.1 0.0
C -3.56161 0.82009 0.15183 0.3 -0.2 0.0
Cl -5.07263 1.65158 0.18295 -0.3 0.1 0.0
C -2.45282 1.39551 0.74897 -0.1 0.0 0.0
C -1.24310 0.72397 0.71726 0.0 -0.4 0.0
C -1.14498 -0.50389 0.08649 -0.5 0.1 0.2
O 0.01821 -1.25833 0.05207 -0.2 -0.1 -0.2
C 1.22496 -0.61623 0.03303 0.4 0.2 -0.1
C 2.21455 -1.07568 0.89664 -0.3 0.1 -0.1
C 3.47864 -0.52015 0.89460 0.0 0.1 -0.1
C 3.76037 0.51912 0.02097 -0.3 -0.1 0.0
Cl 5.32787 1.23477 0.01257 0.2 0.1 0.0
C 2.79600 0.98610 -0.85799 0.1 -0.1 0.1
C 1.53448 0.41416 -0.86035 -0.1 -0.2 0.1
Cl 0.36480 0.97432 -2.00716 0.2 0.0 -0.2
H -1.27826 -2.60738 -1.05335 -0.1 0.1 0.0
H -4.34670 -0.86529 -0.93380 -0.1 0.0 0.0
H -2.53009 2.35472 1.23360 0.0 0.1 0.0
H -0.36837 1.15717 1.17916 0.1 0.0 0.0
H 1.96894 -1.88238 1.56912 0.0 -0.1 0.1
H 4.23694 -0.88446 1.56827 0.1 0.0 0.1
H 3.02351 1.78177 -1.54864 0.0 0.1 -0.1
```
Positions in Å, forces in eV/Å.

## Properties
* spin multiplicity: 1
* gap between HOMO and LUMO: 9.120 eV
* net charge: 0
* structure (SMILES): Oc1cc(Cl)ccc1Oc1ccc(Cl)cc1Cl
* E: -1992.54643 hartree